Record 1
Below is a structure of composition C27H37AlBrF4LiNaO6S at a distorted geometry, with properties calculated with wB97M-V/def2-TZVPD.

The geometry in XYZ format:
```
79
Properties=species:S:1:pos:R:3
Br 2.29 4.86 -4.19
S 2.35 -1.06 -3.27
Al -3.76 0.12 -2.23
Na -2.48 -1.84 0.59
F -3.27 0.03 -0.15
F -3.83 -2.48 -4.30
F -1.83 -3.06 -3.83
F -2.99 -1.91 -2.36
O -4.72 -4.61 -2.92
O 1.86 4.55 -0.27
O 0.65 3.87 1.50
O -2.67 -4.80 -1.98
O -3.68 -0.34 6.16
O -2.79 2.66 4.82
C 3.72 1.33 -3.51
C -3.06 -6.04 -1.31
C -0.43 -0.78 -0.33
C 1.76 -0.34 0.59
C 1.40 -2.06 -4.44
C 1.16 1.41 4.49
C -4.03 3.15 5.36
C 0.69 4.12 0.33
C 2.40 0.65 -3.92
C 1.75 0.03 6.82
C 0.21 1.30 5.49
C -3.06 -2.94 -3.36
C 3.54 2.68 -2.84
C 0.50 0.60 6.65
C 2.77 3.49 -0.51
C 0.11 -1.02 -1.58
C 0.43 -1.29 -5.19
C 2.43 2.69 -1.78
C -2.97 -7.22 -2.25
C 2.72 0.14 5.81
C 2.32 -0.59 -0.66
C -0.30 -0.72 -5.94
C 2.41 0.82 4.64
C 1.48 -0.89 -1.72
C -0.49 4.01 -0.59
C 0.39 -0.42 0.73
C -3.61 -4.24 -2.73
Li 2.44 -2.35 7.04
H 4.46 2.93 -2.32
H -3.68 -7.13 -3.07
H -2.58 3.17 4.04
H 3.74 3.97 -0.62
H -1.50 -0.82 -0.11
H 1.50 1.16 -3.57
H 1.98 -0.49 7.75
H -0.52 -1.28 -2.42
H -1.97 -7.29 -2.68
H 3.70 -0.30 5.94
H -4.83 3.04 4.63
H -2.36 -6.15 -0.49
H -3.18 -8.14 -1.71
H 2.83 2.83 0.36
H 0.95 -2.91 -3.92
H 3.44 3.54 -3.70
H -1.37 4.37 -0.08
H 3.38 -0.53 -0.82
H -0.57 2.96 -0.86
H -0.76 1.76 5.37
H -3.95 4.20 5.65
H 4.28 1.48 -4.43
H 0.92 1.96 3.58
H -3.75 0.49 5.65
H 2.42 -0.06 1.40
H -4.06 -5.93 -0.89
H -0.03 -0.19 1.70
H 2.12 -2.47 -5.15
H -4.25 2.55 6.24
H -1.14 -0.32 -6.46
H -0.25 0.52 7.43
H 1.56 3.17 -2.20
H 3.16 0.91 3.86
H -0.29 4.57 -1.50
H 2.32 0.55 -5.00
H 2.13 1.68 -1.52
H 4.35 0.67 -2.91
```

Calculated values
* F_max: 3.034 eV Å⁻¹
* total charge: +3
* Kohn-Sham gap: 1.14 eV
* multiplicity: 1
* LUMO energy: -12.04 eV
* E_HOMO: -13.173 eV

Record 2
Below is an isolated molecule of C34H30N4O4 at a distorted geometry, with properties calculated with wB97M-V/def2-TZVPD.

The geometry in XYZ format:
```
72
Properties=species:S:1:pos:R:3
O 0.35 -0.23 1.38
O -0.87 0.57 3.81
O 1.79 -2.70 -2.23
O -0.02 2.38 2.78
N 1.58 -0.63 3.23
N 0.45 -1.17 -1.21
N 2.63 -2.88 2.20
N 2.74 -3.62 0.14
C 2.65 1.60 3.29
C -1.47 -1.15 -2.75
C 4.29 -0.05 0.30
C -3.33 1.54 1.38
C 2.77 1.62 -0.50
C -3.58 -0.95 -3.89
C 1.46 0.71 3.74
C 0.12 1.32 3.31
C -2.34 -0.43 -3.54
C 0.42 3.07 -3.26
C -1.85 -2.41 -2.31
C 3.68 0.61 -0.76
C 1.17 -0.91 1.98
C 0.43 1.68 -3.35
C -0.66 1.53 -1.22
C 1.37 -2.14 -1.22
C 2.45 1.96 0.80
C 1.89 -2.55 0.10
C -0.10 0.91 -2.33
C 3.15 -3.77 1.41
C -3.95 -2.20 -3.44
C -0.09 -0.60 -2.42
C -3.75 -0.20 -0.22
C 3.97 0.29 1.60
C -2.21 1.04 3.57
C -2.73 0.62 2.23
C -3.08 -2.93 -2.65
C -0.13 3.68 -2.14
C -0.66 2.91 -1.12
C -3.14 -1.11 0.62
C -3.84 1.13 0.16
C 1.82 -2.10 1.41
C -2.64 -0.71 1.84
C 3.05 1.29 1.87
H 0.87 1.21 -4.21
H 4.45 -0.23 2.42
H -1.08 0.95 -0.42
H -0.14 4.76 -2.07
H 0.21 -0.73 -0.32
H -2.06 0.55 -3.90
H -4.14 -0.51 -1.18
H -4.25 -0.37 -4.51
H -4.30 1.85 -0.50
H -3.37 -3.92 -2.30
H 1.72 2.73 1.00
H -2.22 2.13 3.66
H -2.16 -1.42 2.50
H 2.29 -1.24 3.61
H -3.39 2.58 1.67
H -1.17 -2.99 -1.70
H 2.99 -4.13 -0.70
H 3.92 0.33 -1.77
H 5.00 -0.84 0.11
H 0.59 -0.91 -3.24
H -3.06 -2.15 0.31
H 2.35 2.64 3.38
H -4.91 -2.61 -3.71
H 3.83 -4.54 1.73
H 1.44 0.66 4.84
H 0.83 3.66 -4.06
H 2.31 2.15 -1.32
H -1.08 3.38 -0.25
H -2.80 0.60 4.38
H 3.50 1.41 3.95
```

Calculated values
* structure (SMILES): O=C(N[C@@H](Cc1ccccc1)C(=O)OCc1ccccc1)c1nc[nH]c1C(=O)NC(c1ccccc1)c1ccccc1
* F_max: 1.021 eV Å⁻¹
* ΔE to the lowest compared entry with this formula, charge and spin: 0.000 eV
* total charge: 0
* Kohn-Sham gap: 9.41 eV
* multiplicity: 1
* LUMO energy: 0.57 eV
* E_HOMO: -8.841 eV

Record 3
Below is a cluster of 2 separate species, C6H14N2O2 in total at a distorted geometry, with properties calculated with wB97M-V/def2-TZVPD.

The geometry in XYZ format:
```
24
Properties=species:S:1:pos:R:3
O -1.31 -2.09 -3.17
O 1.07 1.05 -0.02
N 1.08 0.97 2.23
N -1.17 -0.98 -1.20
C 2.35 0.28 2.28
C -2.59 -0.83 -0.95
C 0.52 1.33 1.04
C -0.60 2.38 1.15
C -0.66 -1.61 -2.27
C 0.86 -1.68 -2.27
H 1.43 -2.39 -1.69
H 3.17 0.95 2.55
H 2.58 -0.17 1.32
H -0.13 3.25 0.71
H -3.07 -1.65 -0.39
H 2.31 -0.48 3.06
H -2.85 0.06 -0.36
H -0.54 -0.69 -0.48
H 1.36 -0.74 -2.04
H -3.03 -0.66 -1.93
H 0.44 1.02 3.01
H 1.14 -1.95 -3.30
H -0.92 2.56 2.18
H -1.44 2.07 0.55
```

Calculated values
* structure (SMILES): CNC(C)=O.CNC(C)=O
* F_max: 1.556 eV Å⁻¹
* ΔE to the lowest compared entry with this formula, charge and spin: 0.849 eV
* total charge: 0
* Kohn-Sham gap: 9.87 eV
* multiplicity: 1
* LUMO energy: 0.56 eV
* E_HOMO: -9.313 eV

Record 4
Below is an isolated molecule of C6H12Si at a distorted geometry, with properties calculated with wB97M-V/def2-TZVPD.

The geometry in XYZ format:
```
19
Properties=species:S:1:pos:R:3
Si -0.58 -0.80 -0.36
C -0.96 -1.50 1.33
C -0.84 2.20 -0.78
C -0.04 0.97 -0.52
C -1.04 -1.06 2.60
C 1.44 1.08 -0.26
C 0.90 -1.97 -1.03
H 1.59 -2.02 -0.07
H -1.82 1.84 -1.22
H -0.34 2.83 -1.59
H 1.42 -1.83 -1.96
H -1.04 -0.19 3.11
H -1.14 2.90 0.06
H -1.39 -1.98 3.23
H -1.77 -0.76 -1.16
H 1.40 0.89 0.84
H 1.85 2.05 -0.46
H 1.99 0.28 -0.77
H 0.36 -2.93 -1.00
```

Calculated values
* F_max: 6.791 eV Å⁻¹
* ΔE to the lowest compared entry with this formula, charge and spin: 4.996 eV
* total charge: 0
* Kohn-Sham gap (spin up / spin down): 8.70 / 7.29 eV
* multiplicity: 1
* LUMO energy (spin up / spin down): 0.19 / -0.35 eV
* E_HOMO (spin up / spin down): -8.509 / -7.641 eV

Record 5
Below is an isolated molecule of C22H25N3O6S at a distorted geometry, with properties calculated with wB97M-V/def2-TZVPD.

The geometry in XYZ format:
```
57
Properties=species:S:1:pos:R:3
S 4.09 0.72 0.70
O -1.62 -0.09 1.42
O 1.68 0.56 -1.12
O 5.12 0.26 1.60
O -0.66 2.11 -1.70
O 0.58 -1.64 1.12
O 4.44 1.73 -0.26
N 1.79 0.02 -3.24
N 2.78 -0.62 -2.60
N -0.74 1.03 -3.70
C 0.47 -2.89 1.78
C -0.81 -1.81 -2.27
C 1.15 0.72 -2.35
C 1.16 0.80 3.44
C 0.86 2.73 2.03
C 3.50 -0.77 -0.22
C -0.29 -1.47 0.05
C -0.16 1.39 -2.53
C -1.88 -0.94 -2.17
C -2.64 -0.49 -3.40
C 2.27 0.43 2.70
C -0.03 -2.08 -1.16
C 2.66 1.22 1.64
C -2.18 -0.37 -0.94
C -0.87 -3.08 2.49
C -2.75 0.73 1.62
C -2.58 2.15 1.11
C 2.69 -0.30 -1.34
C -1.40 -0.61 0.18
C 1.97 2.36 1.29
C -2.18 0.93 -3.79
C 0.46 1.95 3.10
H 0.82 -2.74 -1.25
H -0.41 2.23 3.68
H -2.89 0.73 2.71
H 0.63 -3.72 1.07
H -2.08 2.16 0.14
H -2.51 1.18 -4.80
H 0.83 0.19 4.27
H -3.55 2.63 1.02
H -0.21 0.40 -4.28
H 1.28 -2.89 2.51
H -1.97 2.73 1.80
H 2.89 -1.33 0.49
H 2.85 -0.44 2.95
H 0.32 3.63 1.77
H -0.57 -2.27 -3.22
H 4.35 -1.35 -0.57
H -1.68 -3.15 1.76
H 2.32 2.95 0.45
H -3.64 0.25 1.17
H -2.43 -1.17 -4.22
H -3.71 -0.48 -3.22
H -0.85 -3.99 3.08
H -1.06 -2.22 3.14
H -3.03 0.30 -0.88
H -2.58 1.67 -3.09
```

Calculated values
* structure (SMILES): CCOc1ccc(CCNC(=O)c2nnc(CS(=O)(=O)c3ccccc3)o2)cc1OCC
* F_max: 1.565 eV Å⁻¹
* ΔE to the lowest compared entry with this formula, charge and spin: 3.335 eV
* total charge: 0
* Kohn-Sham gap: 8.89 eV
* multiplicity: 1
* LUMO energy: 0.30 eV
* E_HOMO: -8.588 eV

Record 6
Below is an isolated molecule of C4H8O2, with properties calculated with wB97M-V/def2-TZVPD.

The geometry in XYZ format:
```
14
Properties=species:S:1:pos:R:3
O 0.54 -1.24 0.50
O -0.65 1.21 0.43
C 1.28 -0.18 -0.07
C 0.77 1.15 0.45
C -0.83 -1.18 0.12
C -1.23 0.21 -0.38
H -1.04 -1.93 -0.67
H -1.42 -1.47 1.00
H 1.08 1.31 1.49
H -0.95 0.34 -1.43
H -2.32 0.33 -0.31
H 2.33 -0.30 0.22
H 1.23 1.94 -0.17
H 1.23 -0.21 -1.17
```

Calculated values
* structure (SMILES): C1COCCO1
* F_max: 0.376 eV Å⁻¹
* ΔE to the lowest compared entry with this formula, charge and spin: 1.781 eV
* total charge: 0
* Kohn-Sham gap: 10.60 eV
* multiplicity: 1
* LUMO energy: 1.03 eV
* E_HOMO: -9.570 eV